i | C5H4N | ωB97M-V/def2-TZVPD

Each line ends with the Löwdin charge.
Element x y z (Å)
C: -3.005 -0.586 -0.128  0.2641
C: -1.918 -0.057 -0.186  -0.0127
C: -0.691 0.506 0.015  -0.0243
N: 0.025 1.554 0.727  0.3726
C: 0.693 0.586 0.063  -0.1792
C: 1.981 0.006 -0.152  0.0346
H: -3.843 -1.371 -0.045  0.1352
H: 2.766 0.684 -0.505  0.1208
H: 2.012 -0.962 -0.724  0.1293
H: 1.979 -0.360 0.935  0.1595

## Properties
Total charge   +1
SMILES string   C#CC1=[N+]=C1C

***

ii | C5H4N | ωB97M-V/def2-TZVPD

Each line ends with the Löwdin charge.
Element x y z (Å)
C: -0.008 -1.140 -0.039  0.1851
C: -1.215 -0.689 -0.048  0.0344
C: 1.044 0.535 -0.105  -0.2195
C: 1.410 -0.856 0.064  -0.0298
C: -1.820 0.501 0.072  0.2343
N: 0.610 1.584 -0.101  0.2424
H: 1.992 -1.188 0.949  0.1725
H: 1.938 -1.043 -0.818  0.1335
H: -1.710 1.148 -0.799  0.1197
H: -2.240 1.147 0.823  0.1272

## Properties
Total charge   +1

***

Which is the most stable structure? i is the most stable.

***

i | C5H4N | ωB97M-V/def2-TZVPD

Each line ends with the Löwdin charge.
Element x y z (Å)
C: 1.066 -0.192 0.857  -0.2726
C: 1.598 0.638 1.647  0.3495
C: -2.333 0.346 0.324  0.2405
C: -1.290 -0.212 0.080  0.0079
C: 1.121 0.136 -0.616  0.0263
N: 0.098 -0.704 -0.081  0.0266
H: -3.196 0.878 0.256  0.0429
H: 0.805 1.180 -0.756  0.1634
H: 1.875 -0.391 -1.225  0.1674
H: 0.257 -1.678 -0.486  0.2481

## Properties
Total charge   +1

***

ii | C5H4N | ωB97M-V/def2-TZVPD

Each line ends with the Löwdin charge.
Element x y z (Å)
C: -0.093 -0.758 1.051  -0.1460
C: -0.252 -2.016 1.445  0.3877
C: -0.209 -1.269 -0.426  -0.1150
C: 0.232 0.959 -0.544  -0.2022
C: 0.125 0.810 0.877  0.2235
N: 0.014 -0.267 -1.128  0.0466
H: -0.269 -2.329 -0.757  0.1547
H: -0.678 1.641 -1.004  0.2693
H: 0.897 1.628 -1.209  0.2142
H: 0.232 1.600 1.695  0.1670

## Properties
Total charge   +1

***

Which is the most stable structure? ii is the most stable.

***

i | C34H30F10N4O2PSe2Ti | ωB97M-V/def2-TZVPD

Each line ends with the Löwdin charge.
Element x y z (Å)
Ti: -0.920 0.860 0.642  0.7292
C: -1.152 -1.672 2.867  -0.1416
N: -1.580 -0.309 2.542  -0.2870
C: -1.157 0.538 3.670  -0.2321
C: -1.134 2.039 3.387  -0.2085
N: -1.086 2.319 1.968  -0.1433
C: -0.570 3.502 1.548  -0.1902
C: -1.141 4.095 0.393  -0.1585
F: -2.169 3.429 -0.169  0.1021
C: -0.718 5.267 -0.184  -0.1720
F: -1.365 5.787 -1.229  0.1237
C: 0.363 5.940 0.362  -0.1447
F: 0.821 7.075 -0.191  0.1027
C: 0.964 5.417 1.492  -0.1439
F: 2.021 6.044 2.035  0.1025
C: 0.501 4.255 2.082  -0.1344
F: 1.161 3.836 3.178  0.0670
C: -3.039 -0.343 2.377  -0.1806
C: -3.595 0.776 1.510  -0.2181
N: -2.909 0.747 0.229  -0.1066
C: -3.594 1.111 -0.878  -0.1706
C: -4.927 1.596 -0.959  -0.1269
F: -5.611 1.968 0.152  0.0608
C: -5.604 1.769 -2.151  -0.1556
F: -6.889 2.160 -2.117  0.1004
C: -4.994 1.551 -3.369  -0.1545
F: -5.677 1.669 -4.521  0.0937
C: -3.651 1.205 -3.357  -0.1467
F: -3.001 1.049 -4.518  0.1112
C: -3.000 1.003 -2.164  -0.1457
F: -1.694 0.686 -2.225  0.0075
H: -1.666 -2.037 3.768  0.1011
H: -0.079 -1.696 3.045  0.0394
H: -1.384 -2.351 2.048  0.0497
H: -0.139 0.240 3.916  0.0533
H: -1.789 0.337 4.549  0.1237
H: -0.276 2.445 3.926  0.1077
H: -2.034 2.517 3.808  0.1178
H: -3.538 -0.344 3.358  0.1285
H: -3.288 -1.278 1.866  0.1267
H: -3.484 1.758 1.986  0.1144
H: -4.662 0.564 1.413  0.1187
Se: -0.479 -1.484 -0.706  0.3940
P: 1.028 -2.376 0.630  0.5496
Se: 1.564 0.474 1.758  0.1409
C: 2.543 -2.713 -0.362  -0.4470
C: 3.794 -2.385 0.153  -0.1190
C: 4.939 -2.649 -0.586  -0.1011
C: 4.839 -3.232 -1.843  -0.1098
C: 3.591 -3.558 -2.360  -0.1021
C: 2.448 -3.308 -1.620  -0.1253
C: 0.550 -4.164 0.787  -0.4300
C: -0.611 -4.715 0.251  -0.1361
C: -0.906 -6.058 0.446  -0.1039
C: -0.051 -6.859 1.187  -0.1187
C: 1.100 -6.313 1.740  -0.1056
C: 1.396 -4.975 1.545  -0.1120
H: 3.852 -1.919 1.130  0.0895
H: 5.912 -2.401 -0.179  0.0969
H: 5.734 -3.435 -2.416  0.0931
H: 3.515 -4.006 -3.343  0.0981
H: 1.466 -3.554 -2.007  0.0944
H: -1.272 -4.096 -0.343  0.0403
H: -1.807 -6.482 0.019  0.0945
H: -0.277 -7.908 1.331  0.0894
H: 1.764 -6.931 2.332  0.0936
H: 2.293 -4.540 1.973  0.1000
O: 0.516 3.496 -1.987  0.1228
C: 0.829 2.523 -1.338  -0.5160
O: 0.072 1.771 -0.620  -0.2544
C: 2.311 2.047 -1.324  -0.1733
N: 2.293 0.556 -1.275  0.0184
C: 3.026 0.035 -2.445  -0.1221
C: 2.929 1.167 -3.463  -0.1423
C: 3.076 2.415 -2.590  -0.1207
H: 2.767 2.445 -0.415  0.1419
H: 1.296 0.254 -1.274  0.0431
H: 2.610 0.232 -0.329  0.0058
H: 2.574 -0.895 -2.779  0.1146
H: 4.063 -0.148 -2.162  0.1302
H: 1.948 1.163 -3.940  0.1234
H: 3.694 1.092 -4.233  0.1124
H: 2.632 3.297 -3.049  0.1144
H: 4.127 2.615 -2.376  0.1178

## Properties
Total charge   -1

***

ii | C34H30F10N4O2PSe2Ti | ωB97M-V/def2-TZVPD

Each line ends with the Löwdin charge.
Element x y z (Å)
Ti: 0.090 -0.592 0.283  0.6784
C: 1.681 2.282 0.247  -0.1639
N: 1.895 0.829 0.093  -0.2966
C: 2.833 0.423 1.162  -0.2149
C: 2.837 -1.075 1.445  -0.2041
N: 1.568 -1.677 1.063  -0.1430
C: 1.242 -2.873 1.681  -0.1737
C: 0.741 -3.922 0.894  -0.1637
F: 0.660 -3.758 -0.427  0.1261
C: 0.335 -5.136 1.409  -0.1605
F: -0.139 -6.088 0.606  0.1246
C: 0.438 -5.371 2.769  -0.1454
F: 0.049 -6.540 3.291  0.1084
C: 0.951 -4.376 3.580  -0.1453
F: 1.062 -4.592 4.897  0.1061
C: 1.338 -3.155 3.053  -0.1467
F: 1.816 -2.262 3.926  0.0810
C: 2.439 0.599 -1.259  -0.1784
C: 2.142 -0.789 -1.768  -0.2282
N: 0.704 -1.008 -1.662  -0.0973
C: 0.146 -1.874 -2.561  -0.1731
C: 0.825 -2.833 -3.352  -0.1448
F: 2.147 -3.069 -3.204  0.0712
C: 0.192 -3.663 -4.259  -0.1554
F: 0.922 -4.538 -4.965  0.1026
C: -1.176 -3.634 -4.423  -0.1570
F: -1.790 -4.439 -5.304  0.0970
C: -1.895 -2.753 -3.637  -0.1487
F: -3.227 -2.697 -3.756  0.1103
C: -1.255 -1.924 -2.744  -0.1511
F: -2.036 -1.109 -2.022  -0.0011
H: 2.641 2.804 0.136  0.0986
H: 1.249 2.473 1.227  0.0047
H: 0.992 2.625 -0.521  0.0259
H: 2.500 0.937 2.060  0.0630
H: 3.840 0.772 0.899  0.1225
H: 3.030 -1.188 2.512  0.1086
H: 3.656 -1.576 0.910  0.1150
H: 3.517 0.813 -1.278  0.1272
H: 1.940 1.305 -1.924  0.1234
H: 2.695 -1.550 -1.207  0.1075
H: 2.490 -0.816 -2.801  0.1219
Se: -1.599 1.374 -0.665  0.3678
P: -1.390 3.217 0.590  0.6718
Se: -0.209 0.548 2.630  0.1676
C: -3.062 3.383 1.363  -0.4546
C: -3.131 3.478 2.752  -0.1215
C: -4.347 3.704 3.389  -0.1065
C: -5.508 3.832 2.642  -0.1145
C: -5.452 3.725 1.255  -0.0998
C: -4.240 3.500 0.624  -0.1124
C: -1.644 4.560 -0.665  -0.4453
C: -1.628 4.402 -2.046  -0.1341
C: -1.751 5.501 -2.889  -0.1006
C: -1.899 6.776 -2.366  -0.1145
C: -1.914 6.949 -0.986  -0.1044
C: -1.778 5.853 -0.151  -0.1211
H: -2.219 3.370 3.329  0.0871
H: -4.384 3.781 4.470  0.0953
H: -6.456 4.015 3.134  0.0917
H: -6.356 3.826 0.667  0.0958
H: -4.194 3.424 -0.457  0.1015
H: -1.523 3.408 -2.462  0.0362
H: -1.737 5.354 -3.962  0.0956
H: -1.999 7.630 -3.024  0.0910
H: -2.025 7.940 -0.563  0.0939
H: -1.778 6.000 0.925  0.1004
O: -2.289 -3.729 0.930  0.1339
C: -2.134 -2.574 1.235  -0.5235
O: -1.353 -1.708 0.661  -0.2230
C: -2.729 -1.923 2.486  -0.1940
N: -3.082 -0.497 2.191  0.0067
C: -4.457 -0.255 2.685  -0.1214
C: -5.105 -1.631 2.593  -0.1511
C: -3.985 -2.556 3.068  -0.1159
H: -1.879 -1.881 3.178  0.1322
H: -3.007 -0.275 1.186  0.0963
H: -2.249 0.117 2.549  -0.0620
H: -4.921 0.519 2.081  0.1226
H: -4.398 0.096 3.714  0.1310
H: -5.374 -1.849 1.556  0.1225
H: -6.006 -1.703 3.200  0.1115
H: -4.078 -3.588 2.736  0.1176
H: -3.936 -2.543 4.159  0.1189

## Properties
Total charge   -1

***

Which is the most stable structure? ii is the most stable.

***

i | C4H7N3S | ωB97M-V/def2-TZVPD

Each line ends with the Löwdin charge.
Element x y z (Å)
C: -0.900 -2.124 0.445  -0.0787
N: -1.076 -0.743 0.178  -0.0925
C: -0.091 0.048 -0.177  -0.5119
N: 1.407 -0.737 -0.508  0.0752
C: 2.271 -0.012 -1.105  -0.5887
N: 3.175 0.309 -1.767  0.0994
S: -0.589 1.620 -0.446  0.9801
C: 1.013 2.423 -0.412  -0.4083
H: -0.782 -2.440 1.585  0.1466
H: -1.558 -2.750 -0.145  0.0924
H: -0.027 -2.323 -0.032  0.0168
H: -1.971 -0.329 0.016  0.1127
H: 0.826 3.584 -0.206  0.0912
H: 1.515 2.548 -1.315  -0.0007
H: 1.740 2.095 0.360  0.0666

## Properties
SMILES string   CN/C(=N/C#N)SC

***

ii | C4H7N3S | ωB97M-V/def2-TZVPD

Each line ends with the Löwdin charge.
Element x y z (Å)
C: 1.782 -1.077 0.848  -0.1867
C: 0.102 -0.669 -0.559  -0.1347
C: 0.958 0.395 -0.501  -0.4009
C: -2.417 0.429 -0.361  -0.4078
N: 1.960 0.142 0.391  0.0895
N: 0.670 -1.599 0.263  0.0377
N: 0.934 1.623 -1.188  0.1152
S: -2.674 0.482 1.324  0.7136
H: 2.504 -1.568 1.449  0.1044
H: -0.786 -0.868 -1.129  0.0657
H: -2.998 1.350 -0.651  -0.0656
H: 0.169 -2.324 0.625  0.1010
H: 1.548 2.239 -0.711  0.0685
H: 0.091 2.058 -1.286  0.0301
H: -1.844 -0.613 1.486  -0.1300

***

Which is the most stable structure? ii is the most stable.